93
Properties=species:S:1:pos:R:3 method="wB97M-V/def2-TZVPD" energy_ev=-217426.1792 orbital_gap_ev=0.908 e_lumo_ev=-6.7
C -6.5753 -1.1437 -2.0506
C -5.6800 0.1917 -1.8376
O -5.4642 0.3693 -0.4120
C -4.0925 0.0783 -0.0378
C -3.6836 -1.4703 -0.2927
C -2.1940 -1.7729 0.2602
C -2.0378 -2.8003 1.4336
C -0.6316 -3.1743 2.0357
C -0.5783 -4.2782 3.2026
C 0.6488 -2.4527 1.4654
C 2.0650 -2.8338 2.0786
C 2.8905 -3.9122 1.2138
C 2.4645 -5.4474 1.5466
N 1.5742 -6.1412 0.5631
O 2.9059 -6.0080 2.5715
C 0.4865 -1.4332 0.3048
C -0.9158 -1.0929 -0.3316
C -0.9890 -0.0644 -1.5641
O -1.8703 -0.1908 -2.4497
C 0.0932 1.1120 -1.5254
C -0.2311 2.5063 -2.0982
C 0.8259 3.6781 -2.0441
C 0.3622 5.0531 -2.7222
N -1.1578 5.1376 -2.7875
C 2.2474 3.4330 -1.3823
C 3.3684 4.5651 -1.3223
C 2.9578 5.9327 -0.5938
C 2.0392 5.7701 0.7143
Br 0.4462 6.9974 0.5508
C 2.5170 1.9835 -0.8178
C 3.9300 1.7159 -0.1346
C 4.0167 2.4779 1.2924
C 5.1746 1.8267 2.2213
I 2.1385 2.1825 2.4170
C 1.5033 0.8189 -0.8871
C 1.7300 -0.6682 -0.3799
O 2.7919 -1.3409 -0.4977
H -7.3430 -0.9973 -2.8915
H -5.8530 -1.9975 -2.2805
H -7.0841 -1.3992 -1.0449
H -6.1531 1.1264 -2.3101
H -4.6559 0.0639 -2.3449
H -3.9476 0.3114 1.0822
H -3.4287 0.8071 -0.6227
H -3.7501 -1.7308 -1.4145
H -4.4476 -2.0869 0.3171
H -2.9285 -3.3582 1.8985
H 0.3156 -4.1641 3.9003
H -1.5830 -4.3705 3.7652
H -0.4423 -5.2897 2.6638
H 2.0192 -3.1962 3.1667
H 2.6847 -1.8585 2.1035
H 2.7322 -3.8083 0.0744
H 4.0129 -3.7379 1.4203
H 0.6310 -5.7295 0.7470
H 1.7906 -5.7985 -0.3977
H -1.2727 2.6315 -2.5733
H 0.7045 5.9954 -2.1825
H 0.6900 5.0690 -3.8311
H -1.5497 4.9190 -1.8649
H -1.5182 4.5092 -3.5194
H 3.6059 4.8344 -2.4242
H 4.3663 4.2358 -0.8708
H 2.5261 6.7060 -1.3399
H 3.9415 6.4141 -0.2306
H 2.6506 6.2019 1.6819
H 1.7539 4.6972 0.9843
H 4.7806 2.1158 -0.8026
H 4.1710 0.6216 0.0674
H 4.2952 3.5851 1.1793
H 6.2273 2.1571 1.9355
H 4.9712 2.1565 3.3108
H 5.0700 0.6856 2.2144
Ca -1.8286 4.8775 -0.1437
Cl 4.1075 6.9604 1.8907
N 2.3367 8.9652 4.3846
O 2.6101 10.1469 4.1474
O 2.8690 8.3859 5.3377
O 1.5276 8.3608 3.6663
B -4.4285 -7.1834 -1.4636
O -5.2303 -5.9926 -1.1325
C -4.5954 -5.3449 -0.1646
O -4.9869 -4.3160 0.3417
C -3.3658 -6.0640 0.1834
O -2.5649 -5.7311 1.0269
O -3.2543 -7.1483 -0.5732
F -4.0074 -7.1265 -2.8342
F -5.1890 -8.3700 -1.2308
Li 5.0284 -2.1649 1.4084
O -3.0229 -4.3357 -2.6467
V -2.1215 -4.6111 -4.1031
O -1.1896 -4.8140 -5.5529
Cl 6.2466 -4.4196 0.1893